Formula: C25H33CoN2P
Source: OMol25
Level of theory: ωB97M-V/def2-TZVPD

Last column: Löwdin charge in e.
Element x y z (Å)
C 2.897 3.044 -0.953  -0.0817
C 1.515 3.149 -0.781  -0.0529
C 0.686 2.002 -0.673  -0.2442
C 1.285 0.726 -0.736  -0.1308
C 2.655 0.647 -1.031  -0.3540
C 3.456 1.780 -1.092  -0.0696
C -0.745 2.224 -0.264  -0.1311
C -1.899 2.468 -1.292  -0.1712
N -1.940 1.828 -2.590  -0.2808
Co 0.633 -1.022 0.068  0.4077
C 3.305 -0.687 -1.247  -0.2914
P 1.937 -1.925 -1.387  0.7833
H 1.064 4.139 -0.631  0.1130
H 4.512 1.603 -1.279  0.1083
H 3.547 3.924 -0.940  0.1026
H 3.962 -0.965 -0.413  0.0970
H 3.899 -0.683 -2.165  0.0927
H -1.019 1.391 0.401  0.0750
H -0.749 3.119 0.386  0.1152
H -2.825 2.115 -0.797  0.1152
C 2.639 -3.542 -1.206  -0.2635
C 1.517 -1.702 -3.158  -0.2136
H -1.990 3.562 -1.469  0.1152
C -0.961 2.113 -3.595  -0.1004
C -2.862 0.749 -2.901  -0.0926
H -0.375 -2.159 -0.409  0.0435
H -1.386 2.696 -4.416  0.0761
H -0.108 2.645 -3.181  0.0742
H -0.568 1.190 -4.043  0.0685
H -3.746 1.091 -3.470  0.0790
H -2.354 -0.027 -3.505  0.0723
H -3.191 0.242 -1.986  0.0678
H 2.308 -2.194 -3.752  0.0549
H 0.532 -2.157 -3.345  0.0452
H 1.451 -0.627 -3.402  0.0516
H 3.462 -3.688 -1.908  0.0497
H 3.000 -3.649 -0.181  0.0522
H 1.850 -4.280 -1.388  0.0525
H -0.558 -1.570 -0.923  0.0704
C 1.870 -1.260 5.175  -0.1162
C 2.385 -0.598 4.055  -0.1047
C 1.612 -0.417 2.901  -0.0419
C 0.261 -0.864 2.900  -0.3018
C -0.300 -1.387 4.096  -0.0318
C 0.520 -1.638 5.188  -0.0974
N -0.434 -0.939 1.708  -0.0755
C -1.807 -0.726 1.650  -0.3182
C -2.626 -1.515 0.794  -0.0597
C -4.003 -1.302 0.774  -0.1035
C -4.565 -0.277 1.555  -0.1111
C -3.746 0.566 2.320  -0.0902
C -2.373 0.332 2.407  -0.0488
H 2.520 -1.483 6.026  0.0951
H 3.415 -0.229 4.061  0.0994
H 2.042 0.061 2.002  0.0945
H -1.356 -1.649 4.111  0.1114
H 0.114 -2.134 6.061  0.0970
H -2.190 -2.320 0.194  0.0759
H -4.634 -1.958 0.167  0.1018
H -5.652 -0.161 1.564  0.0947
H -4.166 1.397 2.887  0.1008
H -1.724 0.931 3.061  0.1249

As for the spin multiplicity: 4. The calculation puts the LUMO energy (alpha / beta) at 0.39 / -0.26 eV. Its orbital gap (alpha / beta) is 7.18 / 6.63 eV. The total energy comes out at -76352.78809 eV. The calculation puts the HOMO energy (alpha / beta) at -6.8 / -6.9 eV.


Formula: C25H33CoO2
Source: OMol25
Level of theory: ωB97M-V/def2-TZVPD

Last column: Löwdin charge in e.
Element x y z (Å)
O -1.628 3.267 -1.963  -0.1468
C -2.988 3.086 -2.432  -0.1543
C -3.052 4.463 -3.079  -0.0669
H -3.681 2.943 -1.590  0.1268
H -3.035 2.253 -3.143  0.1142
C -1.625 4.605 -2.507  -0.5797
H -3.772 5.155 -2.635  0.1131
H -3.118 4.423 -4.168  0.1136
C -1.559 5.630 -1.397  -0.0166
H -2.341 5.436 -0.651  0.0964
H -1.715 6.630 -1.822  0.0919
H -0.574 5.606 -0.918  0.0898
C -0.542 4.813 -3.536  -0.0172
H -0.562 4.040 -4.309  0.0905
H 0.434 4.833 -3.042  0.0861
H -0.695 5.782 -4.021  0.0909
Co 1.771 -1.912 0.859  0.6185
C 3.096 -3.141 -0.045  -0.1918
C 2.096 -4.160 -0.179  -0.1113
C 1.058 -3.677 -1.003  -0.0867
H 2.160 -5.144 0.277  0.1140
C 1.332 -2.322 -1.337  -0.1171
C 2.652 -1.988 -0.834  -0.2288
H 3.275 -1.173 -1.173  0.1210
H 4.083 -3.276 0.395  0.1144
H 0.208 -4.258 -1.356  0.1107
H 0.755 -1.707 -2.023  0.0803
C 3.005 -1.444 3.117  -0.0931
C 3.378 -1.075 1.779  -0.2075
C 2.380 -0.114 1.299  -0.2457
H 4.356 -1.238 1.332  0.1150
C 1.371 -0.016 2.342  -0.0984
C 1.808 -0.777 3.453  -0.1023
H 1.330 -0.797 4.431  0.1114
H 3.592 -2.088 3.771  0.1121
H 2.545 0.589 0.490  0.1053
H 0.494 0.631 2.297  0.1041
O -1.226 2.048 0.253  -0.1525
C -0.125 1.713 -0.623  -0.1833
C -0.619 0.760 -1.723  -0.1465
H 0.637 1.189 -0.017  0.0785
H 0.327 2.631 -1.001  0.1157
C -1.954 0.219 -1.187  -0.1476
H 0.076 -0.054 -1.929  0.0655
H -0.771 1.339 -2.638  0.0983
C -2.096 0.893 0.195  -0.1839
H -1.940 -0.874 -1.066  0.1039
H -2.791 0.473 -1.858  0.0904
H -1.732 0.156 0.948  0.0998
H -3.134 1.173 0.442  0.1192
C -0.670 -4.846 3.782  -0.1063
C 0.716 -4.993 3.634  -0.0839
C 1.410 -4.143 2.752  -0.1326
C 0.698 -3.182 2.056  -0.1857
C -0.665 -3.011 2.169  -0.0988
C -1.359 -3.861 3.062  -0.0866
H -1.212 -5.510 4.460  0.0964
H 1.267 -5.756 4.185  0.0984
H 2.494 -4.255 2.644  0.1018
H -1.184 -2.241 1.595  0.0860
H -2.440 -3.744 3.183  0.0980

As for the spin multiplicity: 5. The calculation puts the LUMO energy (alpha / beta) at 0.78 / -0.73 eV. Its orbital gap (alpha / beta) is 7.90 / 7.48 eV. The total energy comes out at -68175.19142 eV. The calculation puts the HOMO energy (alpha / beta) at -7.1 / -8.2 eV.


Formula: C25H33I2O2P2ScSi
Source: OMol25
Level of theory: ωB97M-V/def2-TZVPD

Last column: Löwdin charge in e.
Element x y z (Å)
I -3.181 2.603 -1.508  0.2643
I -4.685 -1.238 0.202  0.7550
Sc -2.289 0.312 -0.340  -0.1865
P -2.529 -1.012 -2.690  0.7024
C -2.289 -2.819 -2.718  -0.2547
C -4.059 -0.849 -3.686  -0.2565
H -3.875 -1.224 -4.705  0.0669
H -1.524 -0.768 -4.875  0.0692
H -4.344 0.209 -3.731  0.0372
H -1.214 0.650 -3.818  0.0475
H -3.083 -3.296 -2.135  0.0426
H -4.872 -1.407 -3.203  0.0382
C -1.258 -0.445 -3.860  -0.2409
H -2.315 -3.180 -3.754  0.0690
H -0.277 -0.843 -3.581  0.0263
H -1.324 -3.065 -2.259  0.0501
P -2.633 1.214 2.179  0.7366
C -2.391 0.080 3.587  -0.2453
C -1.370 2.487 2.518  -0.2487
H -4.454 2.784 1.871  0.0434
H -4.050 2.583 3.614  0.0662
H -4.997 1.319 2.724  0.0485
C -4.190 2.061 2.654  -0.2470
H -1.182 3.038 1.586  0.0400
H -1.743 3.180 3.288  0.0672
H -2.512 0.633 4.528  0.0709
H -1.392 -0.368 3.539  0.0372
H -0.440 2.008 2.852  0.0358
H -3.138 -0.719 3.532  0.0496
C -2.073 -1.755 0.851  -0.2772
O -1.847 -2.724 1.451  0.0955
O -0.347 0.625 -0.391  -0.4273
Si 1.222 0.313 -0.088  0.4925
C 2.319 1.814 0.063  -0.1167
C 3.451 1.965 -0.755  0.0374
C 4.262 3.103 -0.656  0.0060
C 3.988 4.071 0.318  0.0455
C 2.894 3.894 1.176  0.0409
C 2.058 2.782 1.039  -0.0396
C 1.336 -0.616 1.531  -0.2243
C 0.821 -1.914 1.530  -0.1548
C 0.692 -2.632 2.716  -0.0745
C 1.193 -2.105 3.904  -0.0528
C 1.807 -0.850 3.889  -0.0591
C 1.897 -0.102 2.704  -0.0780
C 1.970 -0.781 -1.394  -0.2539
C 2.017 -0.314 -2.715  -0.1437
C 2.647 -1.069 -3.711  -0.0668
C 3.241 -2.294 -3.389  -0.0548
C 3.225 -2.746 -2.068  -0.0503
C 2.621 -1.974 -1.067  -0.0777
H 3.716 1.199 -1.486  0.1247
H 5.136 3.201 -1.308  0.1355
H 4.633 4.945 0.430  0.1443
H 2.702 4.590 1.994  0.1414
H 1.204 2.673 1.712  0.0890
H 0.566 -2.397 0.579  0.1031
H 0.208 -3.606 2.698  0.1159
H 1.098 -2.675 4.827  0.1204
H 2.227 -0.443 4.808  0.1140
H 2.419 0.862 2.697  0.0958
H 1.563 0.651 -2.963  0.1138
H 2.680 -0.697 -4.736  0.1164
H 3.714 -2.895 -4.168  0.1183
H 3.680 -3.700 -1.800  0.1167
H 2.672 -2.324 -0.035  0.0998

For the energy above the lowest of the compared OMol25 structures with the same formula, charge and spin, the calculation gives 0.065 eV. Its charge is +2. The calculation puts the LUMO energy (alpha / beta) at -10.20 / -9.63 eV. Its orbital gap (alpha / beta) is 3.93 / 4.45 eV. The total energy comes out at -93901.76337 eV. The calculation puts the HOMO energy (alpha / beta) at -14.1 / -14.1 eV.


Formula: C25H33I2O2P2SiYb
Source: OMol25
Level of theory: ωB97M-V/def2-TZVPD

Last column: Löwdin charge in e.
Element x y z (Å)
I 2.839 0.174 -0.122  0.5939
I 0.797 -4.266 -1.196  -0.2004
Yb -0.211 -1.378 -0.422  0.7148
P 0.429 -0.259 1.995  0.7828
C 2.008 -0.459 2.913  -0.2822
C -0.591 0.701 3.130  -0.1812
H -0.471 0.219 4.113  0.0837
H -0.284 -2.145 3.180  0.0930
H -1.643 0.696 2.804  0.0450
H -1.393 -1.945 1.810  0.0359
H 2.466 0.543 3.005  0.0651
H -0.193 1.728 3.129  0.0784
C -0.328 -1.925 2.108  -0.2577
H 1.778 -0.907 3.899  0.0807
H 0.224 -2.726 1.562  0.0050
H 2.667 -1.124 2.321  -0.0001
P 0.166 0.961 -1.824  0.7958
C 1.589 1.475 -2.865  -0.2597
C -0.461 -0.500 -2.771  -0.2478
H -1.988 1.951 -1.563  0.0528
H -1.291 2.248 -3.198  0.0861
H -0.668 3.145 -1.761  0.0784
C -1.086 2.202 -2.124  -0.1756
H -1.532 -0.705 -2.594  0.0397
H -0.351 -0.214 -3.829  0.0999
H 1.188 1.610 -3.897  0.0844
H 2.382 0.695 -2.861  0.0100
H 0.101 -1.465 -2.672  0.0011
H 1.995 2.424 -2.465  0.0750
C 0.294 1.164 0.266  -0.6869
O 0.014 2.269 0.654  0.0067
O -2.229 -0.321 -0.123  -0.4378
Si -3.841 -0.334 -0.065  0.4583
C -4.347 -2.155 -0.097  -0.1339
C -4.021 -2.957 1.009  -0.0341
C -4.103 -4.356 0.932  0.0113
C -4.486 -4.948 -0.277  0.0511
C -4.812 -4.161 -1.383  0.0250
C -4.743 -2.772 -1.281  -0.0088
C -4.551 0.377 1.536  -0.2610
C -3.942 1.516 2.067  -0.1303
C -4.376 2.081 3.265  -0.0647
C -5.440 1.493 3.946  -0.0631
C -6.083 0.360 3.440  -0.0530
C -5.608 -0.212 2.246  -0.0903
C -4.690 0.619 -1.473  -0.2345
C -5.600 1.655 -1.193  -0.0694
C -6.117 2.451 -2.222  -0.0514
C -5.716 2.232 -3.544  -0.0555
C -4.795 1.222 -3.834  -0.0703
C -4.297 0.413 -2.804  -0.1356
H -3.720 -2.486 1.952  0.1206
H -3.870 -4.965 1.815  0.1369
H -4.509 -6.029 -0.354  0.1434
H -5.133 -4.619 -2.313  0.1365
H -5.001 -2.152 -2.133  0.1119
H -3.117 1.971 1.529  0.0971
H -3.916 2.992 3.649  0.1160
H -5.784 1.904 4.890  0.1141
H -6.936 -0.106 3.956  0.1201
H -6.112 -1.092 1.832  0.1053
H -5.940 1.823 -0.168  0.1051
H -6.854 3.221 -1.975  0.1192
H -6.126 2.854 -4.333  0.1150
H -4.488 1.049 -4.862  0.1093
H -3.641 -0.417 -3.054  0.0813

For the energy above the lowest of the compared OMol25 structures with the same formula, charge and spin, the calculation gives 0.875 eV. As for the spin multiplicity: 2. Its charge is +2. The calculation puts the LUMO energy (alpha / beta) at -7.80 / -10.17 eV. Its orbital gap (alpha / beta) is 5.45 / 3.09 eV. The total energy comes out at -104726.71345 eV. The calculation puts the HOMO energy (alpha / beta) at -13.3 / -13.3 eV.